Molecular formula: C23H29N3O2
Method: DFT, ωB97M-V/def2-TZVPD

For the HOMO energy, the calculation gives -0.28700 Eh. As for the SMILES: CCN(CCNC(=O)[C@H]1CC(=O)N(CCc2ccccc2)C1)c1ccccc1. As for the net charge: 0. The spin multiplicity is 1. The electronic energy comes out at -32888.5810 eV. The relative energy (zero: lowest compared OMol25 entry of this formula, charge and spin) is 17.84 kcal per mole. The orbital gap is 8.30 eV.

Last column: Löwdin charge in e.
Geometry (Å):
C (-6.21, -1.26, 0.54)  -0.080
C (-4.80, -0.80, 0.88)  -0.231
N (-3.78, -1.42, 0.04)  -0.097
C (-4.01, -1.37, -1.39)  -0.151
C (-3.99, 0.06, -1.97)  -0.138
N (-2.71, 0.70, -1.80)  0.085
C (-2.47, 1.58, -0.80)  -0.464
O (-3.33, 1.95, -0.03)  0.069
C (-1.05, 2.12, -0.77)  -0.175
C (-0.67, 2.71, 0.60)  -0.024
C (0.83, 2.54, 0.67)  -0.456
O (1.60, 3.08, 1.44)  0.071
N (1.19, 1.66, -0.29)  -0.054
C (2.54, 1.22, -0.50)  -0.125
C (2.83, -0.14, 0.15)  -0.132
C (4.27, -0.53, -0.08)  -0.240
C (4.62, -1.40, -1.10)  -0.047
C (5.94, -1.73, -1.33)  -0.089
C (6.94, -1.19, -0.53)  -0.098
C (6.60, -0.32, 0.50)  -0.084
C (5.27, 0.01, 0.72)  -0.041
C (0.07, 1.10, -1.02)  -0.101
C (-2.48, -1.47, 0.52)  -0.240
C (-2.06, -0.72, 1.62)  -0.039
C (-0.79, -0.86, 2.15)  -0.084
C (0.10, -1.76, 1.60)  -0.121
C (-0.29, -2.50, 0.49)  -0.103
C (-1.55, -2.36, -0.04)  -0.037
H (-6.25, -2.35, 0.47)  0.081
H (-6.88, -0.94, 1.32)  0.075
H (-6.56, -0.84, -0.40)  0.065
H (-4.58, -1.11, 1.90)  0.120
H (-4.75, 0.30, 0.83)  0.104
H (-4.97, -1.83, -1.62)  0.112
H (-3.23, -1.95, -1.89)  0.106
H (-4.73, 0.68, -1.45)  0.117
H (-4.24, 0.02, -3.03)  0.122
H (-1.95, 0.36, -2.35)  0.137
H (-1.00, 2.91, -1.53)  0.161
H (-0.96, 3.76, 0.71)  0.133
H (-1.14, 2.14, 1.40)  0.121
H (2.74, 1.17, -1.58)  0.133
H (3.19, 1.98, -0.06)  0.129
H (2.17, -0.90, -0.27)  0.100
H (2.63, -0.06, 1.22)  0.119
H (3.84, -1.82, -1.73)  0.110
H (6.20, -2.40, -2.13)  0.100
H (7.97, -1.44, -0.70)  0.099
H (7.37, 0.11, 1.12)  0.102
H (5.01, 0.68, 1.52)  0.118
H (-0.20, 0.11, -0.62)  0.111
H (0.33, 1.00, -2.08)  0.131
H (-2.73, 0.01, 2.06)  0.105
H (-0.50, -0.26, 3.00)  0.110
H (1.09, -1.89, 2.02)  0.097
H (0.40, -3.21, 0.05)  0.104
H (-1.83, -2.98, -0.88)  0.103

***

Molecular formula: C23H29N3O2
Method: DFT, ωB97M-V/def2-TZVPD

For the HOMO energy, the calculation gives -0.31128 Eh. As for the SMILES: CC(=O)NCCC(=O)NCC1(N(C)Cc2ccccc2)Cc2ccccc2C1. As for the net charge: 0. The spin multiplicity is 1. The electronic energy comes out at -32888.7140 eV. The relative energy (zero: lowest compared OMol25 entry of this formula, charge and spin) is 14.77 kcal per mole. The orbital gap is 8.97 eV.

Last column: Löwdin charge in e.
Geometry (Å):
C (3.06, -4.27, 0.14)  0.004
C (2.25, -3.86, 1.35)  -0.572
O (1.53, -4.61, 1.97)  0.046
N (2.41, -2.56, 1.69)  0.053
C (1.66, -1.96, 2.77)  -0.175
C (2.20, -0.56, 3.07)  -0.076
C (2.17, 0.27, 1.79)  -0.500
O (2.99, 0.10, 0.90)  0.037
N (1.16, 1.15, 1.70)  0.096
C (0.98, 2.01, 0.55)  -0.086
C (-0.21, 1.65, -0.38)  -0.406
N (-0.11, 0.36, -1.04)  -0.153
C (1.05, 0.17, -1.88)  -0.051
C (-0.33, -0.83, -0.23)  -0.148
C (-1.02, -1.91, -1.03)  -0.202
C (-1.88, -1.58, -2.07)  -0.044
C (-2.52, -2.57, -2.79)  -0.085
C (-2.32, -3.91, -2.47)  -0.098
C (-1.48, -4.24, -1.42)  -0.080
C (-0.83, -3.25, -0.71)  -0.033
C (-1.54, 1.79, 0.39)  -0.053
C (-1.89, 3.24, 0.24)  -0.180
C (-2.77, 4.00, 0.98)  -0.028
C (-2.94, 5.34, 0.66)  -0.089
C (-2.23, 5.90, -0.39)  -0.088
C (-1.34, 5.14, -1.13)  -0.026
C (-1.17, 3.81, -0.81)  -0.182
C (-0.29, 2.78, -1.44)  -0.059
H (4.10, -4.00, 0.27)  0.081
H (2.67, -3.77, -0.75)  0.079
H (2.98, -5.34, 0.00)  0.082
H (2.96, -1.94, 1.12)  0.113
H (1.75, -2.60, 3.66)  0.128
H (0.60, -1.91, 2.51)  0.120
H (3.24, -0.64, 3.39)  0.128
H (1.62, -0.10, 3.86)  0.115
H (0.50, 1.23, 2.46)  0.140
H (0.83, 3.04, 0.90)  0.142
H (1.91, 1.97, -0.02)  0.126
H (1.98, 0.03, -1.30)  0.080
H (1.18, 1.01, -2.55)  0.085
H (0.89, -0.72, -2.48)  0.095
H (-0.96, -0.58, 0.63)  0.123
H (0.62, -1.23, 0.16)  0.104
H (-2.02, -0.54, -2.32)  0.107
H (-3.18, -2.31, -3.60)  0.100
H (-2.82, -4.68, -3.03)  0.098
H (-1.32, -5.27, -1.16)  0.104
H (-0.18, -3.52, 0.11)  0.097
H (-1.48, 1.49, 1.43)  0.113
H (-2.31, 1.18, -0.10)  0.136
H (-3.33, 3.57, 1.80)  0.111
H (-3.62, 5.95, 1.23)  0.099
H (-2.36, 6.95, -0.63)  0.100
H (-0.78, 5.58, -1.95)  0.112
H (0.69, 3.18, -1.71)  0.124
H (-0.77, 2.39, -2.34)  0.136

***

Molecular formula: C23H29N3O3
Method: DFT, ωB97M-V/def2-TZVPD

For the HOMO energy, the calculation gives -0.28723 Eh. As for the SMILES: CCN(CC)c1ccc(C(=O)OCC(=O)N2CCN(c3ccccc3)CC2)cc1. As for the net charge: 0. The spin multiplicity is 1. The electronic energy comes out at -34935.2909 eV. The relative energy (zero: lowest compared OMol25 entry of this formula, charge and spin) is 55.03 kcal per mole. The orbital gap is 8.44 eV.

Last column: Löwdin charge in e.
Geometry (Å):
C (-5.75, -0.31, -2.59)  -0.068
C (-4.98, -1.22, -1.63)  -0.223
N (-4.77, -0.61, -0.34)  -0.116
C (-5.80, -0.87, 0.65)  -0.224
C (-5.50, -2.11, 1.50)  -0.068
C (-3.68, 0.16, -0.06)  -0.205
C (-2.79, 0.55, -1.07)  -0.012
C (-1.69, 1.33, -0.80)  -0.012
C (-1.42, 1.76, 0.50)  -0.151
C (-0.26, 2.58, 0.84)  -0.461
O (0.02, 2.96, 1.96)  0.086
O (0.52, 2.84, -0.23)  0.001
C (1.68, 3.63, -0.04)  -0.055
C (2.91, 2.90, -0.60)  -0.419
O (3.50, 3.34, -1.56)  0.063
N (3.30, 1.78, 0.04)  -0.046
C (2.66, 1.13, 1.16)  -0.103
C (1.96, -0.14, 0.66)  -0.119
N (2.95, -1.02, 0.06)  -0.105
C (2.74, -2.39, 0.06)  -0.228
C (2.93, -3.18, -1.07)  -0.033
C (2.78, -4.56, -1.01)  -0.095
C (2.43, -5.18, 0.18)  -0.110
C (2.24, -4.40, 1.31)  -0.094
C (2.39, -3.03, 1.26)  -0.031
C (3.61, -0.38, -1.06)  -0.143
C (4.28, 0.91, -0.58)  -0.110
C (-2.31, 1.38, 1.51)  -0.005
C (-3.40, 0.60, 1.24)  -0.012
H (-5.20, 0.62, -2.75)  0.069
H (-5.88, -0.80, -3.55)  0.074
H (-6.72, -0.06, -2.19)  0.071
H (-4.02, -1.50, -2.06)  0.114
H (-5.55, -2.14, -1.48)  0.117
H (-5.92, 0.01, 1.29)  0.113
H (-6.75, -1.02, 0.12)  0.117
H (-5.42, -2.99, 0.87)  0.071
H (-4.56, -1.99, 2.03)  0.069
H (-6.29, -2.27, 2.22)  0.074
H (-2.95, 0.26, -2.10)  0.097
H (-1.02, 1.62, -1.60)  0.121
H (1.56, 4.55, -0.62)  0.141
H (1.79, 3.88, 1.02)  0.131
H (1.95, 1.78, 1.66)  0.104
H (3.44, 0.85, 1.87)  0.137
H (1.47, -0.65, 1.49)  0.118
H (1.19, 0.14, -0.08)  0.130
H (3.18, -2.73, -2.02)  0.098
H (2.93, -5.15, -1.90)  0.101
H (2.32, -6.25, 0.22)  0.096
H (1.97, -4.87, 2.24)  0.101
H (2.26, -2.46, 2.16)  0.105
H (4.38, -1.05, -1.45)  0.122
H (2.90, -0.13, -1.87)  0.138
H (4.72, 1.45, -1.42)  0.122
H (5.05, 0.67, 0.15)  0.132
H (-2.10, 1.72, 2.52)  0.122
H (-4.04, 0.33, 2.07)  0.096

***

Molecular formula: C23H29N3O3
Method: DFT, ωB97M-V/def2-TZVPD

For the HOMO energy, the calculation gives -0.34414 Eh. As for the SMILES: CCOC(=O)N1CCC2(CC1)[C@H](C(=O)[C@]13C[C@H]4C[C@H](C[C@H](C4)C1)C3)C2(C#N)C#N. As for the net charge: 0. The spin multiplicity is 1. The electronic energy comes out at -34935.0775 eV. The relative energy (zero: lowest compared OMol25 entry of this formula, charge and spin) is 59.95 kcal per mole. The orbital gap is 9.72 eV.

Last column: Löwdin charge in e.
Geometry (Å):
C (-5.19, -2.68, 0.66)  -0.072
C (-5.91, -1.74, -0.31)  -0.209
O (-5.05, -0.73, -0.83)  -0.006
C (-4.78, 0.30, 0.00)  -0.544
O (-5.20, 0.40, 1.13)  0.097
N (-4.03, 1.25, -0.61)  -0.039
C (-3.47, 2.32, 0.20)  -0.112
C (-1.94, 2.39, 0.03)  -0.079
C (-1.42, 1.01, -0.30)  -0.279
C (-1.94, 0.50, -1.64)  -0.069
C (-3.36, 1.05, -1.87)  -0.112
C (-0.05, 0.62, 0.20)  -0.035
C (0.84, -0.30, -0.56)  -0.288
O (0.41, -1.09, -1.37)  0.131
C (2.32, -0.21, -0.23)  -0.358
C (3.08, -1.25, -1.06)  -0.085
C (4.57, -1.19, -0.74)  -0.288
C (5.11, 0.20, -1.07)  -0.118
C (4.36, 1.24, -0.23)  -0.288
C (4.57, 0.94, 1.26)  -0.115
C (4.04, -0.45, 1.58)  -0.286
C (4.79, -1.49, 0.74)  -0.117
C (2.54, -0.51, 1.26)  -0.073
C (2.87, 1.19, -0.56)  -0.076
C (-1.32, 0.02, 0.85)  -0.259
C (-1.59, 0.46, 2.18)  -0.158
N (-1.76, 0.82, 3.25)  0.212
C (-1.62, -1.36, 0.65)  -0.143
N (-1.88, -2.46, 0.52)  0.238
H (-4.91, -2.14, 1.55)  0.072
H (-5.86, -3.49, 0.93)  0.076
H (-4.30, -3.09, 0.19)  0.049
H (-6.26, -2.28, -1.19)  0.122
H (-6.76, -1.26, 0.19)  0.123
H (-3.74, 2.11, 1.24)  0.119
H (-3.93, 3.28, -0.09)  0.130
H (-1.68, 3.06, -0.79)  0.129
H (-1.49, 2.78, 0.94)  0.124
H (-1.27, 0.83, -2.44)  0.133
H (-1.95, -0.59, -1.65)  0.113
H (-3.94, 0.36, -2.48)  0.128
H (-3.32, 2.02, -2.38)  0.129
H (0.44, 1.36, 0.82)  0.145
H (2.92, -1.05, -2.12)  0.132
H (2.69, -2.24, -0.85)  0.133
H (5.10, -1.94, -1.34)  0.142
H (6.18, 0.25, -0.84)  0.121
H (4.98, 0.41, -2.13)  0.121
H (4.74, 2.24, -0.46)  0.142
H (5.63, 1.00, 1.50)  0.122
H (4.05, 1.69, 1.86)  0.121
H (4.18, -0.66, 2.64)  0.143
H (5.85, -1.46, 0.98)  0.121
H (4.42, -2.49, 0.98)  0.122
H (2.01, 0.20, 1.89)  0.124
H (2.15, -1.51, 1.49)  0.139
H (2.71, 1.40, -1.62)  0.135
H (2.35, 1.96, 0.02)  0.120

***

Molecular formula: C23H29N5O4
Method: DFT, ωB97M-V/def2-TZVPD

For the HOMO energy, the calculation gives -0.30430 Eh. As for the SMILES: CNC(=O)[C@H](Cc1ccc(O)cc1)NC(C)=O.NC(=O)c1ccnc(NC2CC=CC2)c1. As for the net charge: 0. The spin multiplicity is 1. The electronic energy comes out at -39963.0255 eV. The relative energy (zero: lowest compared OMol25 entry of this formula, charge and spin) is 41.33 kcal per mole. The orbital gap is 8.52 eV.

Last column: Löwdin charge in e.
Geometry (Å):
C (-6.01, 5.34, 3.06)  -0.061
N (-6.57, 5.54, 1.72)  0.032
C (-6.28, 4.87, 0.60)  -0.476
O (-6.87, 5.16, -0.43)  0.048
C (-5.25, 3.71, 0.63)  -0.197
C (-4.84, 3.20, -0.76)  -0.103
C (-3.74, 2.15, -0.75)  -0.225
C (-2.40, 2.53, -0.92)  -0.028
C (-1.37, 1.56, -0.88)  -0.012
C (-1.70, 0.21, -0.67)  -0.312
O (-0.72, -0.73, -0.62)  0.031
C (-3.05, -0.18, -0.51)  0.004
C (-4.06, 0.80, -0.55)  -0.023
N (-5.64, 2.59, 1.51)  0.111
C (-6.79, 1.92, 1.60)  -0.556
C (-8.00, 2.29, 0.76)  0.023
O (-6.87, 0.99, 2.39)  0.033
H (-4.92, 5.30, 3.01)  0.082
H (-6.39, 4.41, 3.49)  0.081
H (-6.29, 6.17, 3.70)  0.087
H (-7.27, 6.26, 1.61)  0.145
H (-4.35, 4.14, 1.06)  0.146
H (-4.51, 4.05, -1.36)  0.122
H (-5.71, 2.78, -1.27)  0.113
H (-2.14, 3.57, -1.08)  0.109
H (-0.35, 1.86, -1.01)  0.106
H (0.14, -0.31, -0.53)  0.102
H (-3.29, -1.22, -0.35)  0.111
H (-5.10, 0.50, -0.42)  0.112
H (-4.91, 2.22, 2.09)  0.155
H (-8.43, 3.21, 1.13)  0.085
H (-7.71, 2.40, -0.28)  0.075
H (-8.73, 1.49, 0.85)  0.088
N (0.64, -3.15, 0.67)  0.160
C (1.95, -2.87, 0.94)  -0.497
O (2.16, -2.50, 2.08)  0.046
C (3.02, -2.97, -0.08)  -0.128
C (2.79, -3.41, -1.39)  -0.036
C (3.85, -3.49, -2.31)  -0.120
N (5.10, -3.16, -1.98)  0.128
C (5.35, -2.75, -0.74)  -0.330
N (6.64, -2.45, -0.37)  0.062
C (7.80, -2.86, -1.17)  -0.307
C (8.05, -4.38, -1.09)  -0.156
C (9.53, -4.50, -1.00)  -0.085
C (10.11, -3.28, -0.76)  -0.088
C (9.09, -2.20, -0.66)  -0.153
C (4.35, -2.64, 0.22)  0.050
H (0.34, -3.13, -0.30)  0.080
H (-0.01, -2.83, 1.39)  0.117
H (1.80, -3.71, -1.73)  0.097
H (3.64, -3.83, -3.31)  0.105
H (6.79, -2.35, 0.63)  0.133
H (7.66, -2.58, -2.22)  0.145
H (7.65, -4.89, -1.97)  0.110
H (7.58, -4.81, -0.20)  0.119
H (10.08, -5.43, -1.11)  0.097
H (11.18, -3.12, -0.65)  0.097
H (8.99, -1.87, 0.38)  0.111
H (9.35, -1.34, -1.28)  0.113
H (4.61, -2.30, 1.22)  0.122

***

Molecular formula: C23H29NOSi2TeZn
Method: DFT, ωB97M-V/def2-TZVPD

For the HOMO energy (spin up / spin down), the calculation gives -0.08601 / -0.13965 Eh. As for the net charge: -1. The spin multiplicity is 2. The electronic energy comes out at -99325.3752 eV. The relative energy (zero: lowest compared OMol25 entry of this formula, charge and spin) is 3.59 kcal per mole. The orbital gap (spin up / spin down) is 4.72 / 6.17 eV.

Last column: Löwdin charge in e.
Geometry (Å):
Zn (0.58, -0.12, 0.20)  0.475
C (4.12, 1.00, -0.45)  -0.257
Si (2.93, -0.43, -0.09)  0.479
C (3.57, -1.87, -1.15)  -0.257
C (3.29, -0.99, 1.71)  -0.315
C (4.62, -1.01, 2.15)  -0.123
C (4.98, -1.43, 3.42)  -0.114
C (3.99, -1.84, 4.31)  -0.114
C (2.67, -1.83, 3.90)  -0.124
C (2.28, -1.41, 2.62)  -0.315
Si (0.41, -1.46, 2.18)  0.479
C (-0.01, -3.31, 2.14)  -0.255
C (-0.50, -0.80, 3.71)  -0.258
H (5.17, 0.73, -0.31)  0.008
H (3.89, 1.86, 0.19)  0.013
H (3.99, 1.33, -1.49)  0.015
H (4.63, -2.06, -0.93)  0.016
H (3.48, -1.65, -2.22)  0.009
H (3.02, -2.79, -0.95)  0.009
H (5.41, -0.70, 1.47)  0.084
H (6.02, -1.43, 3.72)  0.090
H (4.25, -2.17, 5.31)  0.090
H (1.90, -2.15, 4.60)  0.085
H (0.24, -3.79, 3.10)  0.016
H (0.56, -3.82, 1.36)  0.011
H (-1.07, -3.48, 1.94)  0.009
H (-0.30, -1.38, 4.61)  0.009
H (-1.58, -0.81, 3.53)  0.010
H (-0.21, 0.24, 3.90)  0.016
C (-5.16, 0.25, -0.34)  -0.463
Te (-3.22, 1.19, -0.05)  1.261
C (-2.67, -0.23, -1.56)  -0.436
C (-3.91, -0.49, -2.36)  -0.291
C (-3.86, -0.95, -3.67)  -0.047
C (-5.03, -1.16, -4.40)  -0.103
C (-6.26, -0.92, -3.81)  -0.106
C (-6.32, -0.46, -2.50)  -0.055
C (-5.15, -0.25, -1.77)  -0.304
H (-5.98, 0.94, -0.16)  0.042
H (-5.25, -0.58, 0.36)  0.047
H (-2.31, -1.13, -1.06)  0.056
H (-1.86, 0.18, -2.15)  0.037
H (-2.90, -1.13, -4.14)  0.111
H (-4.97, -1.51, -5.42)  0.093
H (-7.17, -1.07, -4.37)  0.092
H (-7.28, -0.26, -2.04)  0.106
O (-0.49, 1.43, -0.32)  -0.532
N (0.25, 2.50, -0.76)  -0.213
C (0.82, 3.34, 0.18)  -0.086
C (1.26, 4.57, -0.17)  -0.122
C (1.10, 5.06, -1.49)  -0.140
C (0.40, 4.23, -2.39)  -0.123
C (-0.04, 3.00, -2.02)  -0.081
H (0.91, 2.91, 1.17)  0.111
H (1.74, 5.18, 0.59)  0.091
H (1.44, 6.05, -1.77)  0.069
H (0.19, 4.57, -3.40)  0.090
H (-0.59, 2.32, -2.66)  0.104

***

Molar mass: 379.50; 379.50; 395.50; 395.50; 439.52; 584.65 (g mol⁻¹)
F_max: 0.0139; 0.0119; 0.0107; 0.0120; 0.0460; 0.0034 (Eh/bohr)